{
  "formula": "C34H82Br2N14O19",
  "method": "wB97M-V/def2-TZVPD",
  "species": ["C", "N", "O", "O", "H", "H", "H", "C", "N", "O", "O", "H", "H", "H", "C", "N", "O", "O", "H", "H", "H", "C", "N", "O", "O", "H", "H", "H", "C", "N", "O", "O", "H", "H", "H", "Br", "C", "C", "Br", "H", "H", "H", "H", "C", "C", "O", "N", "C", "H", "H", "H", "H", "H", "H", "H", "C", "C", "O", "N", "C", "H", "H", "H", "H", "H", "H", "H", "C", "C", "O", "N", "C", "H", "H", "H", "H", "H", "H", "H", "C", "C", "O", "N", "C", "H", "H", "H", "H", "H", "H", "H", "C", "C", "O", "N", "C", "H", "H", "H", "H", "H", "H", "H", "C", "C", "O", "N", "C", "H", "H", "H", "H", "H", "H", "H", "C", "C", "O", "N", "C", "H", "H", "H", "H", "H", "H", "H", "C", "C", "O", "N", "C", "H", "H", "H", "H", "H", "H", "H", "C", "C", "O", "N", "C", "H", "H", "H", "H", "H", "H", "H"],
  "positions_angstrom": [[-3.527, 0.722, 5.279], [-4.831, 1.233, 4.732], [-5.367, 2.100, 5.370], [-5.338, 0.752, 3.682], [-3.816, 0.592, 6.320], [-2.834, 1.522, 5.118], [-3.299, -0.197, 4.768], [3.006, 4.399, 0.143], [2.560, 3.774, 1.475], [1.533, 4.141, 1.933], [3.226, 2.823, 1.945], [3.948, 3.953, -0.140], [2.919, 5.476, 0.294], [2.193, 4.187, -0.549], [0.393, 2.726, 4.150], [0.242, 2.105, 5.506], [-0.691, 2.426, 6.192], [1.074, 1.303, 5.835], [1.186, 2.389, 3.532], [0.472, 3.792, 4.310], [-0.541, 2.618, 3.616], [5.805, 1.783, -2.347], [5.616, 0.254, -2.377], [6.502, -0.398, -2.850], [4.667, -0.176, -1.755], [6.797, 1.961, -1.903], [4.896, 2.102, -1.806], [5.860, 2.097, -3.364], [2.185, -1.555, 3.974], [0.760, -1.166, 4.166], [0.121, -1.611, 5.114], [0.326, -0.483, 3.284], [2.446, -2.319, 4.675], [2.911, -0.773, 4.162], [2.302, -1.895, 2.944], [-2.256, -2.864, 2.800], [-2.285, -4.894, 2.650], [-2.175, -5.621, 3.976], [-2.252, -7.609, 3.554], [-1.451, -5.195, 2.026], [-3.209, -5.097, 2.137], [-3.033, -5.326, 4.582], [-1.217, -5.461, 4.457], [-1.996, 4.451, 1.061], [-2.917, 3.995, 2.171], [-2.591, 3.207, 3.074], [-4.159, 4.531, 2.120], [-5.202, 4.328, 3.134], [-2.517, 4.267, 0.080], [-1.069, 3.917, 1.070], [-1.729, 5.515, 1.167], [-4.284, 5.170, 1.343], [-5.697, 3.418, 2.836], [-5.927, 5.108, 3.016], [-4.778, 4.382, 4.104], [-1.798, 0.307, -2.642], [-2.085, -0.270, -4.039], [-1.470, -1.268, -4.398], [-3.034, 0.240, -4.846], [-3.873, 1.365, -4.445], [-2.760, 0.329, -2.072], [-1.219, 1.240, -2.725], [-1.147, -0.441, -2.186], [-3.202, -0.245, -5.720], [-4.768, 1.076, -3.847], [-4.239, 1.833, -5.363], [-3.324, 2.163, -3.929], [2.173, 0.980, -0.797], [0.821, 1.251, -0.141], [0.331, 2.373, 0.064], [0.237, 0.107, 0.201], [-1.154, 0.111, 0.655], [2.519, 0.020, -0.413], [2.879, 1.802, -0.766], [1.988, 0.745, -1.860], [0.820, -0.713, 0.289], [-1.834, 0.724, 0.029], [-1.124, 0.476, 1.677], [-1.493, -0.910, 0.662], [1.410, -2.320, -3.034], [2.314, -1.680, -4.003], [2.420, -0.457, -4.158], [3.106, -2.504, -4.735], [3.896, -1.994, -5.776], [1.768, -1.964, -2.061], [1.513, -3.429, -3.116], [0.372, -2.057, -3.187], [2.880, -3.471, -4.763], [4.844, -1.664, -5.352], [3.357, -1.218, -6.335], [4.182, -2.805, -6.453], [2.068, 3.230, -3.436], [1.422, 3.171, -4.807], [0.791, 4.060, -5.298], [1.694, 1.986, -5.419], [1.079, 1.649, -6.649], [2.783, 2.384, -3.255], [1.307, 3.124, -2.640], [2.541, 4.190, -3.363], [1.826, 1.224, -4.789], [0.093, 2.109, -6.757], [1.103, 0.573, -6.749], [1.723, 2.111, -7.389], [-3.039, -2.726, -1.177], [-2.341, -3.961, -1.672], [-2.193, -4.939, -0.959], [-1.968, -3.931, -2.957], [-1.292, -5.108, -3.496], [-3.376, -2.043, -1.975], [-2.464, -2.107, -0.515], [-3.911, -3.068, -0.632], [-1.999, -2.991, -3.386], [-2.057, -5.876, -3.664], [-0.527, -5.473, -2.783], [-0.874, -4.878, -4.472], [5.047, 0.274, 1.482], [5.768, -0.456, 2.683], [5.946, -1.662, 2.758], [6.230, 0.464, 3.617], [6.503, -0.035, 4.960], [5.560, 1.151, 1.164], [4.026, 0.544, 1.687], [5.122, -0.389, 0.632], [5.799, 1.365, 3.556], [5.901, -0.874, 5.364], [6.423, 0.870, 5.579], [7.551, -0.330, 5.144], [4.092, -3.000, 0.329], [2.594, -3.230, 0.325], [1.796, -2.290, 0.466], [2.164, -4.558, 0.190], [0.768, -4.923, -0.109], [4.671, -3.913, 0.201], [4.502, -2.573, 1.222], [4.350, -2.357, -0.549], [2.857, -5.303, 0.041], [0.077, -4.929, 0.736], [0.773, -5.901, -0.580], [0.415, -4.241, -0.867], [-4.773, 1.134, 0.584], [-6.246, 1.309, 0.277], [-6.699, 1.447, -0.823], [-7.042, 1.294, 1.422], [-8.494, 1.312, 1.339], [-4.335, 0.134, 0.672], [-4.417, 1.661, 1.475], [-4.315, 1.632, -0.284], [-6.694, 1.043, 2.329], [-8.897, 2.162, 0.696], [-8.795, 1.472, 2.385], [-8.887, 0.373, 0.940]],
  "atomic_forces_ev_per_a": [[-1.60, -0.12, -0.17], [-1.15, -0.54, -1.76], [-0.05, 0.14, 0.06], [1.48, 0.48, 1.98], [0.69, -0.12, 0.08], [0.56, 0.31, 0.04], [0.27, -0.19, -0.09], [-1.19, -0.08, 1.06], [1.61, -2.00, -0.88], [-0.96, 1.08, 0.50], [-0.48, 1.56, -0.84], [0.18, 0.33, 0.03], [0.74, -0.07, 0.07], [0.05, -0.51, 0.01], [-1.27, 0.90, 0.29], [0.47, 0.06, -1.34], [-0.80, 0.47, 0.27], [0.97, -0.85, 0.37], [0.86, -0.76, 0.28], [0.19, 0.21, 0.22], [-0.41, -0.25, 0.04], [-0.47, -1.37, 0.48], [0.37, 1.40, 1.35], [0.44, -0.61, -0.81], [-0.19, -0.21, -0.45], [-0.69, -0.05, 0.21], [0.88, 0.38, -0.27], [-0.26, 0.33, -0.70], [0.59, -0.56, 0.06], [0.50, -1.01, 0.94], [0.73, 0.47, -0.74], [-0.89, 1.01, -0.60], [-0.20, -0.66, 0.34], [-0.53, 0.74, -0.05], [-0.21, 0.07, 0.10], [0.16, -1.41, 0.14], [0.45, 0.30, -0.03], [-0.50, 0.03, -0.65], [-0.05, 1.33, 0.36], [-0.05, 0.38, -0.24], [-0.22, -0.07, -0.10], [0.26, -0.54, 0.33], [-0.11, -0.02, 0.16], [-0.60, 0.17, -0.70], [-0.10, -0.52, 1.17], [-0.24, 0.55, -0.84], [0.60, 0.61, -0.40], [0.41, 0.11, -2.05], [0.62, 0.35, 0.80], [0.33, -0.57, 0.00], [-0.43, -0.24, -0.08], [-0.38, -0.13, 0.42], [-0.26, -0.62, 0.80], [-0.34, 0.58, 0.00], [0.25, -0.43, 0.86], [-0.60, -0.60, -0.76], [0.10, -0.45, 0.23], [0.38, -0.59, -0.18], [-0.10, 0.94, 1.01], [-0.80, 0.26, -0.51], [0.89, 0.62, -0.31], [-0.65, -0.02, 0.30], [-0.09, 0.20, 0.07], [0.09, 0.13, 0.31], [0.71, 0.07, -0.26], [-0.08, -0.04, 0.13], [0.07, -0.50, 0.01], [-0.98, -0.43, -0.62], [1.00, 0.75, 0.19], [0.30, -0.64, -0.68], [-1.29, 0.20, -0.43], [0.62, 0.27, 0.34], [0.60, 0.38, 0.21], [0.07, -0.11, 0.37], [-0.01, 0.25, 0.25], [-0.31, -0.25, -0.06], [0.73, -0.22, 0.32], [-0.64, 0.17, 0.13], [-0.15, -0.32, 0.10], [0.36, -1.14, 0.57], [0.68, 0.90, -1.14], [-0.23, -0.58, 0.41], [-1.37, -0.23, 0.98], [1.26, 0.12, -1.17], [-0.39, -0.28, 0.08], [-0.14, 0.76, 0.37], [-0.17, 0.30, -0.10], [-0.16, -0.54, 0.21], [0.02, 0.67, -0.26], [0.45, -0.04, 0.19], [-0.28, 0.08, -0.01], [-0.15, -1.00, 0.69], [1.17, -1.82, 0.77], [-0.82, 1.41, -0.67], [-0.46, 0.48, 1.12], [0.24, 0.70, -0.86], [-0.47, 0.91, -0.40], [0.14, 0.30, -0.36], [0.36, 0.46, 0.29], [0.52, -0.56, 0.34], [-0.09, -0.37, 0.05], [-0.30, -0.20, -0.23], [-0.19, -0.21, -0.82], [-0.78, 0.51, -0.52], [-0.34, 0.32, 0.23], [0.14, -0.42, 0.38], [0.40, 0.70, -0.25], [-0.43, 0.24, -0.05], [0.07, -0.45, 0.06], [0.54, -0.12, 0.42], [-0.18, 0.05, 0.17], [0.39, -1.08, -0.29], [0.37, -0.11, 0.22], [-0.42, 0.14, -0.51], [0.23, 0.15, 0.05], [0.98, -1.80, 0.56], [-0.14, 1.48, -0.91], [-0.29, 0.94, 0.14], [-0.52, -2.33, -0.12], [1.04, 0.91, 1.18], [0.55, 0.94, 0.21], [-0.41, -0.11, 0.21], [-0.39, -0.28, -0.11], [-0.10, 0.23, 0.01], [-0.15, 0.67, -0.69], [-0.35, -0.52, 0.28], [-0.27, -0.07, -0.68], [0.17, -0.38, -1.46], [-0.59, -1.00, 0.46], [0.62, -1.18, -0.29], [0.53, 0.90, 0.01], [0.67, 0.22, -0.30], [-0.20, -0.28, -0.14], [-0.26, 0.56, 0.56], [-0.29, -0.29, 0.75], [-0.43, 1.00, 0.22], [0.34, 0.16, -0.02], [-0.02, -0.18, 0.19], [-0.42, 0.34, -0.02], [1.02, 1.04, -0.80], [-0.25, -1.07, 3.51], [-0.40, 0.26, -1.35], [-0.22, 0.24, -1.70], [-0.12, 1.09, -0.24], [-0.70, -0.16, -0.20], [-0.41, 0.02, -0.03], [0.32, -0.26, 0.23], [0.66, 0.06, -0.07], [0.68, -1.05, 0.82], [-0.47, -0.15, -0.49], [-0.10, 0.08, 0.11]],
  "e_tot_ev": -236427.07150,
  "homo_energy_ev": -9.13,
  "relative_energy_kj_mol": 50.3,
  "lumo_ev": -0.04
}